Arrangement P

C5H12N2 | ωB97M-V/def2-TZVPD

Output
Structure (SMILES): N/C=C/CCCN
E_LUMO: 1.2 eV
HOMO: -7.827 eV
Kohn-Sham gap: 9.008 eV

ORCA input file:
```
! wB97M-V def2-TZVPD RIJCOSX def2/J DEFGRID3
* xyz 0 1
H -3.7795 -1.3536 -0.6752
H 1.1455 -1.1837 -0.1209
H -0.5148 -0.0786 -1.7555
H 1.0598 1.2942 1.7166
N 2.6859 0.2052 -0.2314
H 2.0759 -1.0831 1.3770
H 3.1675 -0.4540 -0.8338
H 3.4769 0.3989 0.3902
H 0.4416 1.8690 -0.6317
H -2.5955 0.2909 0.5176
H -0.1242 -0.0585 1.6479
C -2.1516 -0.1652 -0.3560
C 0.6481 0.4896 1.1061
C -0.1826 1.2220 -0.0148
H -2.4036 -1.6886 -1.6411
C 1.6464 -0.4959 0.5610
N -2.7886 -1.3483 -0.7893
H -0.8316 1.8838 0.5714
C -0.9756 0.2560 -0.8381
*
```


Arrangement Q

C5H12N2 | ωB97M-V/def2-TZVPD

Output
Structure (SMILES): NC[C@H]1CCCN1
E_LUMO: 1.1 eV
HOMO: -8.490 eV
Kohn-Sham gap: 9.564 eV

ORCA input file:
```
! wB97M-V def2-TZVPD RIJCOSX def2/J DEFGRID3
* xyz 0 1
N -1.3089 0.7358 0.1970
H 1.1394 -1.6422 2.4943
C -0.0899 -0.1229 0.5246
H -1.7481 1.0942 -1.7938
H -1.3446 -1.6671 1.4060
C -1.0617 1.4859 -1.0450
H 0.7604 1.3327 -2.3958
H -1.3211 2.5328 -0.8743
H 0.7465 -0.7938 -1.4625
C 0.4437 1.3350 -1.3536
C 0.8107 -0.0147 -0.7046
H -0.3947 -2.1210 0.0276
H -1.4858 1.2789 1.0191
C -0.3515 -1.5651 0.9635
H 0.9296 2.1847 -0.8698
H 1.8548 0.1095 -0.4157
H 0.2938 0.4870 1.3489
H 1.4431 -2.4727 1.1729
N 0.6844 -2.1772 1.7611
*
```


Arrangement R

C5H12N2 | ωB97M-V/def2-TZVPD

Output
Structure (SMILES): CC(C)C.N#CN
E_LUMO: 0.6 eV
HOMO: -10.257 eV
Kohn-Sham gap: 10.889 eV

ORCA input file:
```
! wB97M-V def2-TZVPD RIJCOSX def2/J DEFGRID3
* xyz 0 1
H 0.3182 0.3092 -2.0141
N 1.6764 1.3576 1.9350
C 2.0035 0.1709 1.4123
C -0.4272 -1.7295 -0.3344
H -1.0504 -2.3152 0.3401
H -2.2451 1.2205 -0.5579
H -2.1679 -0.0790 -1.7588
C 0.4492 0.6075 -0.9744
C -0.7076 -0.2546 -0.1773
H 2.1953 1.6490 2.7475
H -0.6076 -2.0546 -1.3574
H -2.8539 -0.3812 -0.1550
H -0.6240 0.0233 0.8811
C -2.0731 0.1538 -0.6973
H 1.5076 2.0850 1.2563
N 2.3080 -0.9426 1.3243
H 0.6121 -1.9282 -0.0532
H 1.5225 0.4529 -0.9105
H 0.1639 1.6549 -0.9064
*
```


Which one sits at the top of the stability order? arrangement Q does.


Arrangement P

C5H12N2 | ωB97M-V/def2-TZVPD

Output
Structure (SMILES): C=C(N)C[C@@H](C)N
E_LUMO: 1.1 eV
HOMO: -8.473 eV
Kohn-Sham gap: 9.558 eV

ORCA input file:
```
! wB97M-V def2-TZVPD RIJCOSX def2/J DEFGRID3
* xyz 0 1
C 0.8277 0.8158 0.7645
H -0.6608 -0.5828 -2.7569
H -0.4848 1.0125 -1.7086
H 1.6603 1.7026 -0.7530
C -0.9767 0.0510 -1.7629
H -1.8485 -2.0571 -1.2239
H 1.2088 -1.3206 0.6256
C 1.1690 1.9505 0.1473
H 1.1948 2.9137 0.6570
N 0.5355 0.6304 2.1706
H 1.4441 -0.5133 -0.9264
H -1.4071 -0.1770 0.4998
C -0.8064 -0.5894 -0.3773
N -1.1547 -2.0206 -0.5625
H -0.0793 1.3994 2.5365
H 0.2449 -0.2727 2.2790
C 0.7132 -0.5135 -0.0470
H -0.4655 -2.6873 -0.6395
H -2.0333 0.0276 -2.1938
*
```


Arrangement Q

C5H12N2 | ωB97M-V/def2-TZVPD

Output
Structure (SMILES): NC[C@@H]1CCCN1
E_LUMO: 1.1 eV
HOMO: -8.982 eV
Kohn-Sham gap: 10.116 eV

ORCA input file:
```
! wB97M-V def2-TZVPD RIJCOSX def2/J DEFGRID3
* xyz 0 1
H -0.3570 -1.8530 0.5769
N 1.5615 0.2201 -0.1798
H -1.4443 1.3879 -0.0565
C 1.1117 0.3540 -1.6438
C -0.0580 -1.0704 1.3545
H 1.1157 -0.6480 -2.1722
H 0.2535 1.0597 1.4622
H -1.8657 -1.5991 2.0566
H 1.8679 1.0289 -2.1764
H 0.8805 -1.6385 1.6811
C -0.2277 0.9774 -1.6754
H 2.1232 1.0160 -0.0836
C -0.8468 0.5414 -0.3888
N -1.0857 -1.0088 2.3870
H -0.7857 -1.3140 3.3099
H -0.6924 0.5694 -2.6085
H -0.3675 2.0827 -1.7290
C 0.2769 0.2545 0.6795
H -1.4601 -0.3602 -0.7936
*
```


Arrangement R

C5H12N2 | ωB97M-V/def2-TZVPD

Output
E_LUMO: 0.3 eV
HOMO: -7.587 eV
Kohn-Sham gap: 7.844 eV

ORCA input file:
```
! wB97M-V def2-TZVPD RIJCOSX def2/J DEFGRID3
* xyz 0 1
C -0.6260 0.0352 -0.3200
H 1.8400 -0.1937 -0.7286
N -3.5794 0.4913 -0.5090
C -3.2652 -0.6325 0.0629
H 3.5876 0.5621 -1.3197
C 2.5992 -0.5820 0.2415
H -1.8405 1.7014 -0.7226
H 3.4070 -1.3148 0.0586
H -2.1139 1.0939 0.8678
N 1.8097 -0.8608 1.2984
H -0.4465 -0.6012 -1.1757
H 2.3679 -0.6430 2.1257
C -1.9937 0.7677 -0.1601
C 2.8243 0.5929 -0.5380
H 2.3250 1.5158 -0.2897
H -3.2559 -1.6451 -0.3603
H -0.4912 -0.4293 0.6522
H 0.1120 0.8446 -0.3478
H -3.2605 -0.7025 1.1644
*
```


Arrangement S

C5H12N2 | ωB97M-V/def2-TZVPD

Output
Structure (SMILES): CCCC/N=C/N
E_LUMO: 1.1 eV
HOMO: -8.311 eV
Kohn-Sham gap: 9.452 eV

ORCA input file:
```
! wB97M-V def2-TZVPD RIJCOSX def2/J DEFGRID3
* xyz 0 1
H 0.5583 -1.2086 -0.8588
C 1.8651 0.8913 -1.0415
N 2.6137 2.0392 -0.4987
H -2.7888 -1.0206 2.6475
H 3.6287 1.8250 -0.4885
H -1.7271 -1.2299 -1.4129
H -0.9835 -0.8034 2.6037
H -2.1041 0.2180 -0.4001
C -1.9106 -0.7062 2.0611
C -1.7305 -1.6272 0.7531
H -2.6244 -2.1301 0.5037
H 0.3388 -0.3172 0.5974
H -2.1267 0.3376 1.7631
H 2.5067 0.0900 -1.5554
H 2.3124 2.3505 0.4417
H -0.9214 -2.2600 0.7928
C 0.0240 -0.4432 -0.4348
N 0.6805 0.7397 -0.8428
C -1.4360 -0.6653 -0.5452
*
```


Which one sits at the top of the stability order? arrangement Q does.


Arrangement P

C5H12N2 | ωB97M-V/def2-TZVPD

Output
Structure (SMILES): C=CCCNCN
E_LUMO: 1.1 eV
HOMO: -8.475 eV
Kohn-Sham gap: 9.611 eV

ORCA input file:
```
! wB97M-V def2-TZVPD RIJCOSX def2/J DEFGRID3
* xyz 0 1
H -2.3410 1.2917 -0.7703
H -1.5222 0.5435 2.0893
H 3.2041 0.7149 0.8900
C -2.1874 0.6493 0.0966
H -2.3989 2.1723 1.4865
C 2.0770 -0.2758 -0.4895
C -0.1285 -1.1060 -0.1711
H 2.8285 -0.4218 -1.3300
H 0.2384 -0.7274 0.7992
H 0.3341 0.4452 -1.4465
H -2.0941 -1.5675 0.2242
H -1.8247 -0.8568 -1.5179
C -2.0537 1.1601 1.3362
H 2.1063 -1.2253 0.1511
N 2.2791 0.8426 0.3787
N 0.7478 -0.3886 -1.0441
H 2.3915 1.7378 -0.0900
C -1.6159 -0.7464 -0.4433
H -0.0405 -2.2418 -0.1491
*
```


Arrangement Q

C5H12N2 | ωB97M-V/def2-TZVPD

Output
Structure (SMILES): C=CN(C)[C@@H](C)N
E_LUMO: 1.0 eV
HOMO: -7.482 eV
Kohn-Sham gap: 8.449 eV

ORCA input file:
```
! wB97M-V def2-TZVPD RIJCOSX def2/J DEFGRID3
* xyz 0 1
H 0.7002 -2.3447 2.5551
H -0.9300 -0.9205 -1.9506
H 1.0880 -0.1924 1.5810
H 0.9839 1.9596 1.0317
C -0.2742 1.2991 -0.5773
C 0.2607 -2.1077 1.6005
H -1.6508 -1.6911 -0.5209
H -1.2795 1.4132 -0.9916
H 1.5167 0.8749 -1.1922
N 0.7207 1.4434 -1.5422
H -0.1077 -2.2733 -1.1711
H -0.1831 3.1585 0.4567
H -0.3059 -2.8914 1.1261
H 0.4557 1.0766 -2.4473
C 0.4559 -0.8966 1.0499
H -0.7262 1.7986 1.4576
N 0.0149 -0.4306 -0.1564
C -0.0335 2.0988 0.6739
C -0.7057 -1.3745 -0.9829
*
```


Which one sits at the top of the stability order? arrangement Q does.


Arrangement P

C5H12N2 | ωB97M-V/def2-TZVPD

Output
Structure (SMILES): C=CC[C@H](N)CN
E_LUMO: 1.1 eV
HOMO: -8.878 eV
Kohn-Sham gap: 9.978 eV

ORCA input file:
```
! wB97M-V def2-TZVPD RIJCOSX def2/J DEFGRID3
* xyz 0 1
C 0.5910 1.9324 -0.2099
H 0.2054 -1.9340 1.9573
C 1.8918 1.9155 0.0594
H -0.5474 0.1549 1.5647
H 0.9975 -0.6841 0.0014
H -1.9177 -0.4666 0.6485
H 2.5073 1.0658 -0.2129
H -1.1200 -1.0422 -2.0355
H -0.8301 -2.3269 -0.9473
H -1.4186 -2.0745 2.1584
N -0.4643 -1.5203 -1.4255
H -0.0959 2.6373 0.2317
C -0.0202 0.8579 -1.0849
H -1.0854 1.1150 -1.1587
C 0.0017 -0.5513 -0.4507
C -0.8509 -0.5933 0.8159
N -0.6840 -1.9138 1.4807
H 2.3808 2.6700 0.6646
H 0.4591 0.7583 -2.0572
*
```


Arrangement Q

C5H12N2 | ωB97M-V/def2-TZVPD

Output
Structure (SMILES): NC[C@@H]1CCCN1
E_LUMO: 1.1 eV
HOMO: -8.571 eV
Kohn-Sham gap: 9.694 eV

ORCA input file:
```
! wB97M-V def2-TZVPD RIJCOSX def2/J DEFGRID3
* xyz 0 1
H 1.3087 0.6648 1.0621
C 0.7702 -1.4801 -0.6701
C 0.5891 1.0496 0.3299
C -1.6684 0.6829 1.1029
H -2.6608 1.1820 0.9541
H 2.4426 -2.2202 -1.5011
H 0.7899 -1.9138 0.3471
C -0.6252 1.7922 0.8300
H -1.5141 0.3815 2.1407
N -1.2932 -0.4283 0.2660
H -0.9441 2.4725 0.0313
H 1.2108 1.5766 -0.4258
H 0.0401 -2.1358 -1.1523
H -0.3250 0.2378 -1.4294
H 2.6304 -0.7948 -0.6865
H -2.0062 -0.6593 -0.4114
N 2.0337 -1.3100 -1.3244
H -0.4123 2.4181 1.7137
C -0.0562 -0.1842 -0.4541
*
```


Arrangement R

C5H12N2 | ωB97M-V/def2-TZVPD

Output
Structure (SMILES): NC[C@@H]1CCCN1
E_LUMO: 1.1 eV
HOMO: -8.960 eV
Kohn-Sham gap: 10.079 eV

ORCA input file:
```
! wB97M-V def2-TZVPD RIJCOSX def2/J DEFGRID3
* xyz 0 1
H 1.1882 -0.3798 -2.5738
C -0.1986 1.2026 -1.6923
C -0.9031 0.4494 -0.4299
C 0.2305 0.1327 0.5074
H -0.7291 -1.7205 0.5571
H 0.0243 2.2114 -1.3234
H 0.7298 -1.8973 1.4717
H -1.3207 -0.5136 -0.8034
N -0.7980 -0.9113 2.6240
C 1.1659 0.3917 -1.7554
H -1.6511 1.0783 0.2089
H 2.0269 1.0080 -1.9926
H 0.4679 0.9673 1.1459
C -0.1449 -1.1459 1.3289
H 2.1751 0.3396 0.1302
H -1.0100 -1.7679 3.1138
N 1.4127 -0.2350 -0.3622
H -1.7490 -0.5274 2.3517
H -0.9168 1.3178 -2.5068
*
```


Which one sits at the top of the stability order? arrangement Q does.